(1)
Computed, not measured: a cluster of 8 separate species, C26H54N2O16S6 in total in a non-equilibrium geometry, with ωB97M-V/def2-TZVPD.

XYZ file:
```
104
Properties=species:S:1:pos:R:3:lowdin_charge:R:1
S -3.34698 2.15941 -5.26125 0.65
S -2.03003 0.89887 5.22494 0.66
S 0.31260 4.46997 -0.17438 0.66
S -1.35659 -3.58874 -1.87218 0.66
S 3.82692 0.71371 1.03203 0.68
S 1.01480 -3.97585 1.85850 0.66
O 5.13522 0.72227 -3.80041 0.07
O 1.85783 -4.53724 0.84818 -0.30
O -3.52377 3.48774 -5.74341 -0.32
O -2.35731 -2.96140 -1.05118 -0.33
O 0.70765 -2.56200 1.77156 -0.34
O -2.40325 1.26058 -5.88210 -0.33
O -1.68100 2.25205 4.89872 -0.31
O -1.06736 -4.99611 -1.74313 -0.33
O -0.17203 4.03840 -1.46125 -0.31
O -1.50110 0.30282 6.42268 -0.32
O -1.56963 1.11893 -0.95331 0.09
O 0.41155 0.52694 -1.51175 0.04
O 4.34490 1.23068 -0.20799 -0.32
O 2.97073 1.53534 1.85678 -0.33
O 3.77899 -0.77022 -3.04577 0.05
O -0.26792 3.93690 1.02853 -0.32
N -0.40424 0.92449 -0.70255 -0.40
N 4.06504 0.36778 -3.34366 -0.44
C -3.78428 1.01230 -2.92564 -0.22
C 4.86199 -1.32685 2.29414 -0.21
C 5.19824 0.16756 2.07093 -0.19
C 0.01366 1.02655 0.70497 0.04
C -0.83351 -1.94610 -3.87777 -0.21
C 4.22410 -1.78466 0.99767 -0.23
C 2.10091 4.30014 -0.07871 -0.21
C -2.95719 2.15326 -3.50241 -0.22
C -2.91854 -0.88579 3.42311 -0.20
C 2.73249 5.64160 -0.47149 -0.20
C 3.04447 -0.87712 0.72023 -0.22
C 1.61762 6.55216 -0.97144 -0.23
C 0.58127 -5.22659 4.15637 -0.21
C 0.52380 -2.23809 -3.20791 -0.20
C -5.15159 1.11683 -3.64216 -0.22
C -1.73907 -3.12580 -3.56229 -0.22
C 0.39516 6.24912 -0.14280 -0.23
C 0.19065 -2.70165 -1.79686 -0.23
C -0.76145 -4.83744 3.53149 -0.22
C -3.80821 0.66146 5.18540 -0.22
C -0.55071 -4.82181 2.02991 -0.21
C -4.94504 1.33675 -5.14274 -0.22
C 1.65040 -4.36534 3.49148 -0.21
C 3.03207 1.40918 -3.08669 0.04
C -1.65696 -0.11729 3.80778 -0.23
C -4.14979 -0.11244 3.90538 -0.21
H -1.48688 0.55306 2.96584 0.08
H -2.92288 -1.88367 3.87258 0.11
H -4.66182 0.51394 3.17179 0.11
H 4.97567 -1.64092 0.20568 0.13
H 6.12226 0.31226 1.52361 0.11
H 1.42359 6.29588 -2.01764 0.12
H -3.97972 -0.05137 5.99769 0.10
H 4.17539 -1.37603 3.14215 0.12
H 2.19589 4.15163 1.00305 0.10
H -1.88166 2.00795 -3.48497 0.09
H -0.02819 -1.76273 -1.27657 0.08
H 3.26592 2.25972 -3.72040 0.10
H 5.77165 -1.87969 2.52366 0.12
H 3.15598 1.70643 -2.05148 0.06
H -2.81644 -3.08638 -3.69145 0.10
H 1.75021 -3.45326 4.07792 0.11
H -4.94725 -0.80641 4.18417 0.11
H 1.87976 7.60872 -0.98918 0.12
H -0.59781 1.70412 1.28170 0.08
H 1.02510 -3.11637 -1.23841 0.09
H -4.01112 1.14248 -1.87190 0.11
H 1.04752 1.37203 0.78108 0.07
H -0.38666 -5.84886 1.70069 0.12
H -5.68578 1.98741 -3.24776 0.11
H 3.50015 5.46061 -1.22348 0.11
H -0.70493 -1.83562 -4.95489 0.12
H -0.74339 -0.69105 3.93825 0.10
H 1.08065 -1.30937 -3.27656 0.09
H -1.56498 -5.50464 3.84017 0.12
H -4.81843 0.40204 -5.68785 0.10
H -3.36261 0.02621 -3.10377 0.10
H -5.82385 0.27363 -3.47798 0.11
H 3.25019 6.04593 0.39736 0.12
H 2.45243 3.35120 -0.47648 0.08
H -5.73856 1.95049 -5.55470 0.10
H -0.02774 0.00165 1.08284 0.10
H -0.56443 6.67052 -0.43676 0.11
H -1.37611 -3.93424 -4.20624 0.11
H -1.27586 -4.26611 1.44145 0.10
H -4.34006 1.56249 5.47119 0.11
H 2.06653 0.97946 -3.31311 0.08
H 0.79944 -6.29229 4.05956 0.12
H 2.60370 -0.94727 -0.27161 0.10
H -1.21156 -0.98794 -3.51627 0.10
H -2.95734 -1.06644 2.34931 0.12
H 0.50908 -5.07658 5.23486 0.12
H 1.02991 -3.05018 -3.73621 0.12
H 5.08061 0.70203 3.00666 0.10
H -3.30736 3.07566 -3.04522 0.11
H -1.06206 -3.83985 3.86721 0.11
H 2.61029 -4.85633 3.36039 0.10
H 4.07954 -2.86466 0.93391 0.11
H 0.52800 6.51590 0.91072 0.12
H 2.25051 -1.02047 1.44786 0.07
```

The highest occupied orbital energy comes out at -10.017 eV. The calculation puts the total energy at -128581.7391 eV. As for the energy above the lowest of the compared OMol25 structures with the same formula, charge and spin: 0.0 kcal per mole.

(2)
Computed, not measured: a cluster of 2 separate species, C3H5NO2 in total in a non-equilibrium geometry, with ωB97M-V/def2-TZVPD.

XYZ file:
```
11
Properties=species:S:1:pos:R:3:lowdin_charge:R:1
O -1.41381 -0.08619 1.41844 0.00
O -1.61612 0.36884 -1.19983 0.08
N 1.47103 -1.92959 1.32229 0.17
C 0.68788 -1.12152 1.06074 -0.15
C -0.23627 -0.04299 0.67455 -0.37
C -0.57573 -0.11492 -0.82567 -0.22
H 1.89679 0.94523 -1.13888 0.06
H 0.13390 -0.61221 -1.50985 0.12
H -2.10388 0.24298 0.81625 0.10
H 0.30548 0.90366 0.84179 0.15
H 1.45073 1.44671 -1.45981 0.06
```

The highest occupied orbital energy comes out at -11.025 eV. The calculation puts the total energy at -8774.9012 eV. As for the energy above the lowest of the compared OMol25 structures with the same formula, charge and spin: 64.4 kcal per mole.